w.
This record from the Open Molecules 2025 dataset describes C4H3N in the gas phase. The level of theory is ωB97M-V with the def2-TZVPD basis set.

Each line ends with the Löwdin charge.
Atoms and positions in Å:
1 C 0.53778 -0.41901 -0.67848  -0.05
2 C -0.63593 -0.02696 0.19586  -0.45
3 C -1.70518 -0.76696 0.40820  0.30
4 C -0.68813 1.22851 0.89172  -0.23
5 N -0.74570 2.23723 1.45863  0.17
6 H 0.37432 -1.40413 -1.12146  0.08
7 H 1.45180 -0.44848 -0.07950  0.09
8 H 0.66143 0.31288 -1.48093  0.09

## Properties
Charge   0
Frontier orbital gap   9.4 eV
HOMO   -0.39639 Eh

x.
This record from the Open Molecules 2025 dataset describes C4H3N in the gas phase. The level of theory is ωB97M-V with the def2-TZVPD basis set.

Each line ends with the Löwdin charge.
Atoms and positions in Å:
1 C -1.44783 -0.68697 -1.42469  0.13
2 C -0.98059 -0.48025 -0.28396  -0.12
3 C 0.11578 -0.74759 0.74481  -0.13
4 C 0.95866 0.53651 0.46740  -0.20
5 N 1.45680 1.57683 0.37691  0.13
6 H -2.16420 -0.46245 -2.15752  0.01
7 H 0.48346 -1.80764 0.95035  0.15
8 H -0.39296 -0.49797 1.54749  0.03

## Properties
Charge   0
Frontier orbital gap   10.9 eV
HOMO   -0.38997 Eh
SMILES string   C#CCC#N

Stability, lowest: w

w.
This record from the Open Molecules 2025 dataset describes C4H3N in the gas phase. The level of theory is ωB97M-V with the def2-TZVPD basis set.

Each line ends with the Löwdin charge.
Atoms and positions in Å:
1 C -1.18246 -0.51358 -0.71563  0.09
2 C -0.50783 0.47667 -0.90261  -0.15
3 C 0.68679 1.05994 -0.37457  -0.10
4 C 0.89253 0.18935 0.59009  -0.20
5 N 0.65347 -0.90467 1.04288  0.16
6 H -2.00008 -1.15692 -0.88451  0.03
7 H 1.21152 1.92663 -0.70229  0.08
8 H 0.24605 -1.07742 1.94664  0.09

## Properties
Charge   0
Frontier orbital gap   8.4 eV
HOMO   -0.31205 Eh
SMILES string   C#CC=C=N

x.
This record from the Open Molecules 2025 dataset describes a molecular structure, C4H3N. The level of theory is ωB97M-V with the def2-TZVPD basis set.

Each line ends with the Löwdin charge.
Atoms and positions in Å:
1 C 0.30575 -1.76341 -0.65886  0.10
2 C 0.13139 -0.59006 -0.41635  -0.22
3 C -0.51278 0.76448 0.17874  -0.17
4 C 0.35903 1.98514 -0.33773  -0.08
5 N 0.94341 1.06031 -0.84399  0.12
6 H 0.25372 -2.83010 -0.72741  0.03
7 H -0.46854 0.75267 1.27175  0.11
8 H -1.53136 0.88821 -0.19953  0.11

## Properties
Charge   0
Frontier orbital gap   9.6 eV
HOMO   -0.35387 Eh

Stability, lowest: x

w.
This record from the Open Molecules 2025 dataset describes C4H3N in the gas phase. The level of theory is ωB97M-V with the def2-TZVPD basis set.

Each line ends with the Löwdin charge.
Atoms and positions in Å:
1 C -1.17322 -0.23292 -1.15322  0.04
2 C -0.24441 0.34624 -0.45688  -0.08
3 C 0.43527 0.60927 0.63751  -0.12
4 C 1.58451 -0.17384 0.97486  -0.23
5 N 2.50497 -0.82643 1.23592  0.14
6 H -1.51390 -0.20728 -2.18376  0.07
7 H -1.64850 -0.85104 -0.40276  0.08
8 H 0.05529 1.33600 1.34832  0.11

## Properties
Charge   0
Frontier orbital gap   10.4 eV
HOMO   -0.37560 Eh
SMILES string   C=C=CC#N

x.
This record from the Open Molecules 2025 dataset describes C4H3N in the gas phase. The level of theory is ωB97M-V with the def2-TZVPD basis set.

Each line ends with the Löwdin charge.
Atoms and positions in Å:
1 C -1.59151 0.15036 0.04900  -0.07
2 C -0.06640 -0.48559 -0.09347  -0.01
3 C 1.16054 -0.30265 0.02346  -0.06
4 C 2.58783 -0.16174 0.11697  -0.23
5 N 3.69662 0.14104 -0.07351  0.14
6 H -1.75121 1.26593 -0.41832  0.12
7 H -2.28774 -0.63348 -0.64855  0.12
8 H -1.74813 0.02612 1.04443  -0.01

## Properties
Charge   0
Frontier orbital gap   10.5 eV
HOMO   -0.38973 Eh
SMILES string   CC#CC#N

Stability, lowest: x

w.
This record from the Open Molecules 2025 dataset describes 2 unconnected molecules or ions with the total composition C2H7N4. The level of theory is ωB97M-V with the def2-TZVPD basis set.

Each line ends with the Löwdin charge.
Atoms and positions in Å:
1 C -0.51298 1.62906 -0.80520  -0.13
2 C 0.58995 0.30549 0.77556  0.08
3 N 0.46416 -3.61124 1.83445  -0.03
4 N 0.81018 -2.57171 2.15303  0.02
5 N -1.01180 1.79789 -2.04986  0.17
6 N 0.03354 0.50796 -0.37448  -0.01
7 H -0.15931 2.50602 -0.21587  0.17
8 H 1.13870 -0.62077 0.95975  0.06
9 H 0.86011 1.34509 1.22169  0.14
10 H 0.85217 -4.58695 1.90152  0.10
11 H -1.59700 2.60420 -1.89418  0.13
12 H -1.29127 0.94944 -2.53956  0.14
13 H -0.17646 -0.25448 -0.96685  0.16

## Properties
Charge   +1
Frontier orbital gap (alpha / beta)   8.6 / 5.7 eV
HOMO (alpha / beta)   -0.46457 / -0.39750 Eh

x.
This record from the Open Molecules 2025 dataset describes 2 unconnected molecules or ions with the total composition C2H7N4. The level of theory is ωB97M-V with the def2-TZVPD basis set.

Each line ends with the Löwdin charge.
Atoms and positions in Å:
1 C -0.43638 -1.50470 -0.25295  -0.18
2 C 1.11039 0.27290 -0.85823  0.07
3 N 0.75728 3.14774 1.75575  -0.02
4 N 0.23426 2.50176 0.97179  0.01
5 N -1.63330 -1.96932 -0.12734  0.21
6 N -0.06569 -0.34587 -0.64468  0.00
7 H 0.33639 -2.22148 -0.08708  0.16
8 H 1.26180 1.32538 -0.83772  0.04
9 H 1.94495 -0.47176 -0.73726  0.11
10 H 1.78042 3.43126 1.74961  0.10
11 H -1.86211 -2.89858 0.14205  0.14
12 H -2.46052 -1.39852 -0.14459  0.14
13 H -0.96748 0.13119 -0.92935  0.20

## Properties
Charge   +1
Frontier orbital gap (alpha / beta)   6.5 / 9.3 eV
HOMO (alpha / beta)   -0.41694 / -0.46456 Eh

y.
This record from the Open Molecules 2025 dataset describes 2 unconnected molecules or ions with the total composition C2H7N4. The level of theory is ωB97M-V with the def2-TZVPD basis set.

Each line ends with the Löwdin charge.
Atoms and positions in Å:
1 C 1.08437 0.52737 0.08890  -0.13
2 C -0.32081 -1.38654 -0.44055  0.14
3 N -1.53662 1.78980 0.36361  -0.03
4 N 0.66481 -0.78967 0.20259  0.02
5 N 2.29326 0.82209 -0.01719  0.16
6 N -2.34538 0.89172 0.23053  -0.17
7 H -0.60913 -1.13672 -1.41292  0.09
8 H -0.51866 -2.39286 -0.12687  0.11
9 H 1.05845 -1.20379 1.08354  0.20
10 H 2.60895 1.81580 -0.24634  0.18
11 H 3.02866 0.07932 -0.15428  0.16
12 H -2.79478 0.72460 -0.70749  0.11
13 H -2.61311 0.25889 1.13647  0.16

## Properties
Charge   +1
Frontier orbital gap (alpha / beta)   5.6 / 5.6 eV
HOMO (alpha / beta)   -0.41746 / -0.41746 Eh

z.
This record from the Open Molecules 2025 dataset describes 2 unconnected molecules or ions with the total composition C2H7N4. The level of theory is ωB97M-V with the def2-TZVPD basis set.

Each line ends with the Löwdin charge.
Atoms and positions in Å:
1 C -0.42592 0.56379 -2.09589  -0.25
2 C 0.68237 -1.36843 1.92640  0.12
3 N 0.00790 0.58463 -1.03582  0.15
4 N 0.50450 -0.49781 1.04129  -0.04
5 N -1.04782 0.76616 -3.19328  0.20
6 N -0.08812 0.69586 1.40775  0.09
7 H 1.16419 -2.27203 1.59683  0.11
8 H 0.65349 -1.17551 3.01880  0.13
9 H 0.37525 -0.42468 0.02362  0.05
10 H -1.43353 1.66446 -3.31963  0.13
11 H -0.73889 0.06565 -3.82272  0.13
12 H 0.09592 1.09820 2.28635  0.11
13 H -0.11704 1.31796 0.61351  0.07

## Properties
Charge   +1
Frontier orbital gap   10.4 eV
HOMO   -0.52369 Eh

Stability, lowest: y